{"formula": "C3N2S", "method": "ωB97M-V/def2-TZVPD", "smiles": "N#CC(=S)C#N", "homo_lumo_gap_ev": 7.86, "e_tot_ev": -16923.979, "total_charge": 0, "molar_mass_g_mol": 96.1, "e_homo_ev": -10.70, "elements": ["N", "C", "C", "S", "C", "N"], "coordinates": [[-0.24282, 2.41189, 0.97974], [-0.13155, 1.37039, 0.50711], [-0.02333, 0.05184, -0.02927], [1.25624, -0.36207, -0.93440], [-0.96841, -1.00746, 0.40829], [-1.66575, -1.93983, 0.39649]]}



{"formula": "C17H39LaO2P3", "method": "ωB97M-V/def2-TZVPD", "homo_lumo_gap_ev": 4.99, "e_tot_ev": -51053.490, "total_charge": 3, "molar_mass_g_mol": 507.3, "e_homo_ev": -16.79, "elements": ["La", "P", "P", "P", "H", "C", "C", "H", "C", "C", "C", "C", "C", "C", "C", "C", "C", "H", "H", "H", "H", "H", "H", "H", "H", "H", "H", "H", "H", "H", "H", "H", "H", "H", "H", "H", "H", "H", "H", "H", "H", "H", "H", "H", "H", "H", "C", "C", "C", "C", "C", "C", "O", "H", "H", "H", "H", "H", "H", "O", "H", "H"], "coordinates": [[0.49677, 0.57990, -0.20983], [-1.71339, 2.19945, -0.04379], [0.78886, 1.30048, 2.61735], [1.18469, -0.47365, -2.87915], [2.60964, -2.73132, 3.14898], [3.05949, -2.99333, 2.17174], [4.10156, -2.33047, 1.67203], [4.55493, -1.48705, 2.20890], [-3.35836, 1.60743, 0.51992], [-1.68273, 3.83092, 0.89824], [-2.21827, 2.94247, -1.69136], [2.11588, 0.35115, 3.44443], [1.40404, 3.01274, 2.86553], [-0.57960, 1.19220, 3.81652], [2.54222, -1.70465, -2.82939], [1.82631, 0.68654, -4.14264], [-0.11628, -1.38962, -3.78130], [2.54833, -3.78408, 1.58787], [4.50166, -2.55495, 0.68197], [-4.10170, 2.41720, 0.61329], [-3.21635, 1.10111, 1.48944], [-3.67260, 0.87914, -0.23998], [-2.69651, 4.25445, 0.87615], [-1.00852, 4.57982, 0.45324], [-1.40442, 3.70035, 1.95360], [-3.20047, 3.45313, -1.70304], [-2.26806, 2.13330, -2.43239], [-1.47937, 3.68388, -2.03000], [1.83889, 0.11826, 4.48295], [3.04793, 0.93285, 3.45292], [2.29851, -0.59640, 2.91752], [1.16104, 3.36288, 3.87880], [0.95390, 3.70504, 2.14011], [2.49612, 3.01563, 2.74509], [-0.32387, 1.84846, 4.65760], [-0.70451, 0.16131, 4.17613], [-1.52839, 1.51537, 3.36498], [2.31388, -2.51862, -3.53119], [2.62318, -2.13571, -1.82053], [3.50707, -1.24842, -3.09684], [1.53672, 0.35797, -5.15071], [2.92067, 0.77293, -4.07831], [1.39117, 1.68000, -3.96569], [0.36357, -1.89477, -4.63157], [-0.87560, -0.68644, -4.14667], [-0.64110, -2.12404, -3.15195], [-1.71001, -2.00268, -0.03995], [-3.08031, -1.87344, 0.10165], [-3.92479, -2.91951, -0.37552], [-3.31175, -4.05231, -0.92242], [-1.96728, -4.18653, -0.98574], [-1.13212, -3.20475, -0.50314], [-0.88998, -0.93995, 0.12492], [-1.33468, 0.65808, 0.04622], [-3.49341, -0.94285, 0.54888], [-5.00523, -2.80775, -0.35366], [-3.91626, -4.83744, -1.41111], [-1.41836, -5.05770, -1.48631], [-0.04219, -3.33295, -0.68915], [2.91367, 1.45282, -0.36727], [3.25434, 2.34390, -0.19857], [3.66141, 0.98017, -0.76780]]}



{"formula": "C4H5LiMgO2", "method": "ωB97M-V/def2-TZVPD", "spin_multiplicity": 2, "homo_lumo_gap_ev": [5.85, 6.72], "e_tot_ev": -13965.608, "total_charge": 1, "molar_mass_g_mol": 116.3, "e_homo_ev": [-9.96, -10.83], "s_squared": 0.7504, "elements": ["H", "C", "C", "C", "C", "O", "Mg", "H", "H", "H", "H", "O", "Li"], "coordinates": [[-0.88119, -0.51088, -1.93450], [1.06460, -0.95461, -0.48486], [0.19821, 0.08512, -0.99053], [-0.42815, 0.89035, 0.04820], [-1.20832, 0.37180, 1.05654], [-1.50291, 1.00971, 2.13770], [-2.17747, 0.77114, 3.91247], [0.77427, -1.44086, 0.46482], [0.66868, 0.68279, -1.78044], [-0.29039, 1.97361, 0.00766], [-1.61398, -0.64847, 0.94733], [2.12357, -1.32239, -1.02376], [3.27308, -0.90732, -2.36062]]}



{"formula": "C20H12IrNO2S2", "method": "ωB97M-V/def2-TZVPD", "homo_lumo_gap_ev": 6.81, "e_tot_ev": -51030.596, "total_charge": 0, "molar_mass_g_mol": 554.7, "e_homo_ev": -7.81, "elements": ["Ir", "S", "C", "C", "C", "C", "C", "C", "N", "C", "C", "C", "C", "C", "C", "C", "H", "H", "H", "H", "H", "H", "H", "H", "O", "C", "O", "C", "C", "C", "C", "C", "C", "S", "H", "H", "H", "H"], "coordinates": [[0.03779, 0.10566, 0.01225], [4.20682, 0.04454, 1.68874], [4.38766, 0.04896, -0.04239], [5.55662, 0.05582, -0.79728], [5.43735, 0.06044, -2.17257], [4.17993, 0.05614, -2.78914], [3.02062, 0.04619, -2.04245], [3.13378, 0.04079, -0.65511], [2.08373, 0.02325, 0.25489], [2.50034, 0.03432, 1.49708], [1.47278, 0.04138, 2.52101], [1.69502, 0.02032, 3.89264], [0.60729, 0.02625, 4.74774], [-0.68105, 0.05643, 4.22314], [-0.90438, 0.08251, 2.85157], [0.17720, 0.07472, 1.97611], [6.52771, 0.06012, -0.32102], [6.33014, 0.07264, -2.78301], [4.11739, 0.06500, -3.86882], [2.04387, 0.05340, -2.50831], [2.70496, -0.00360, 4.28616], [0.75827, 0.00855, 5.81850], [-1.53024, 0.05626, 4.89488], [-1.91710, 0.09181, 2.46972], [-4.04022, 0.29050, 0.19806], [-2.93267, 0.74838, 0.01710], [-1.90710, -0.02823, -0.23640], [-2.71733, 2.24485, 0.00610], [-3.86759, 3.01297, 0.19914], [-3.83133, 4.39252, 0.20334], [-2.61578, 5.04099, 0.02260], [-1.46317, 4.30292, -0.15218], [-1.49563, 2.90290, -0.17504], [0.10271, 2.21747, -0.49414], [-4.79525, 2.47649, 0.34383], [-4.74001, 4.96054, 0.35171], [-2.56186, 6.12210, 0.03589], [-0.51028, 4.80480, -0.26782]]}



{"formula": "C7H11BClF9S", "method": "ωB97M-V/def2-TZVPD", "smiles": "FC(F)(CCBCCCCl)C(F)(F)S(F)(F)(F)(F)F", "homo_lumo_gap_ev": 9.55, "e_tot_ev": -55925.095, "total_charge": 0, "molar_mass_g_mol": 344.5, "e_homo_ev": -10.76, "elements": ["F", "C", "F", "C", "C", "B", "C", "C", "C", "Cl", "C", "F", "F", "S", "F", "F", "F", "F", "F", "H", "H", "H", "H", "H", "H", "H", "H", "H", "H", "H"], "coordinates": [[3.31629, -1.78133, 0.61852], [2.48235, -0.85684, -0.09461], [2.96108, -0.96485, -1.42543], [1.00608, -1.43010, 0.09033], [0.18736, -1.62217, -1.26900], [-1.38694, -1.19678, -1.07188], [-2.19124, -1.35512, 0.33246], [-2.59649, 0.04473, 1.01101], [-3.26149, 1.08374, 0.00749], [-4.63960, 0.33856, -0.97205], [2.77126, 0.54204, 0.58306], [4.15723, 0.77742, 0.46351], [2.53214, 0.41691, 1.96846], [1.83112, 2.02300, -0.01659], [0.49958, 1.71682, 0.91412], [1.22201, 1.28752, -1.35549], [3.18797, 2.51713, -0.87542], [2.45657, 2.89656, 1.27981], [1.09619, 3.42099, -0.50764], [0.43919, -0.79455, 0.85769], [1.06828, -2.46504, 0.57541], [0.16894, -2.73175, -1.53960], [0.59929, -1.06498, -2.16226], [-2.01101, -0.77045, -1.99760], [-3.12429, -2.00088, 0.25957], [-1.51242, -1.88334, 1.09506], [-1.69530, 0.54929, 1.49945], [-3.37523, -0.19666, 1.81638], [-3.70752, 1.94614, 0.60222], [-2.48137, 1.55399, -0.68694]]}



{"formula": "C10H20N2OS", "method": "ωB97M-V/def2-TZVPD", "homo_lumo_gap_ev": [8.36, 8.36], "e_tot_ev": -26548.648, "total_charge": 0, "molar_mass_g_mol": 216.4, "e_homo_ev": [-9.81, -9.81], "elements": ["C", "C", "C", "C", "C", "C", "C", "C", "C", "C", "N", "N", "O", "S", "H", "H", "H", "H", "H", "H", "H", "H", "H", "H", "H", "H", "H", "H", "H", "H", "H", "H", "H", "H"], "coordinates": [[2.62951, 1.34093, 1.32648], [2.76520, 0.01227, -0.86760], [1.49135, -3.47688, 0.40564], [-2.21218, -0.26442, 0.67598], [-0.29470, 2.97217, 1.16167], [0.58892, 0.64624, -2.62848], [2.36910, -1.36527, -0.70836], [1.74811, -1.91601, 0.50139], [-2.16046, 1.26552, 0.82450], [-0.85648, 1.88756, 0.20810], [2.58877, 2.11238, 2.19346], [0.11832, 0.90372, 0.07315], [1.89410, 2.47390, -1.09578], [1.40443, 1.09824, -1.00471], [1.12551, -3.63415, 1.48325], [0.73137, -3.59990, -0.42270], [2.37084, -3.89668, 0.17363], [-3.01326, -0.61111, 1.47500], [-2.66310, -0.45253, -0.37469], [-1.21098, -0.76693, 0.79578], [0.58722, 3.46810, 0.64658], [-1.16138, 3.66701, 1.30043], [-0.15939, 2.40703, 2.09588], [1.32806, 0.96336, -3.48591], [0.45644, -0.39114, -2.63492], [-0.34541, 1.21220, -2.79881], [3.26966, -1.91026, -0.86922], [1.73561, -1.53146, -1.56008], [2.42334, -1.89377, 1.30326], [0.77385, -1.50034, 0.86027], [-3.02598, 1.70844, 0.25686], [-2.05598, 1.59523, 1.90308], [-1.10065, 2.31752, -0.71752], [0.78848, 0.79140, 0.92294]]}



{"formula": "C2H2N2", "method": "ωB97M-V/def2-TZVPD", "spin_multiplicity": 3, "homo_lumo_gap_ev": [7.68, 7.60], "e_tot_ev": -5080.691, "total_charge": 0, "molar_mass_g_mol": 54.1, "e_homo_ev": [-7.12, -11.56], "s_squared": 2.0119, "elements": ["C", "C", "N", "N", "H", "H"], "coordinates": [[-1.08448, -1.83889, 0.69722], [-0.37865, -0.67345, 0.24969], [-1.29034, -2.91857, 1.01036], [-0.88652, 0.44264, 0.26359], [0.56935, -1.05594, -0.09273], [-0.17728, 1.09979, 0.13759]]}



{"formula": "C2H4S3", "method": "ωB97M-V/def2-TZVPD", "smiles": "S=C1CS1.S", "homo_lumo_gap_ev": 8.50, "e_tot_ev": -34642.832, "total_charge": 0, "molar_mass_g_mol": 124.3, "e_homo_ev": -8.96, "elements": ["S", "C", "C", "S", "H", "H", "S", "H", "H"], "coordinates": [[0.64441, -2.04305, 1.36256], [-0.71541, -1.29308, 1.02840], [-1.47706, -0.70793, -0.05576], [-2.04603, -0.36898, 1.71128], [-1.14094, 0.20091, -0.51905], [-2.19398, -1.30223, -0.50698], [2.42276, 2.31319, -0.65875], [2.11475, 1.02299, -0.36684], [2.39151, 2.17818, -1.99486]]}



{"formula": "C6H15N2", "method": "ωB97M-V/def2-TZVPD", "homo_lumo_gap_ev": 4.86, "e_tot_ev": -9432.921, "total_charge": 1, "molar_mass_g_mol": 115.2, "e_homo_ev": -13.32, "elements": ["C", "N", "C", "C", "C", "C", "C", "N", "H", "H", "H", "H", "H", "H", "H", "H", "H", "H", "H", "H", "H", "H", "H"], "coordinates": [[1.22303, -0.87971, 1.80454], [1.08084, -0.71881, 0.38053], [0.70721, 0.56783, -0.13366], [0.69559, 0.47992, -1.66045], [-0.12412, 1.54743, -2.33013], [-1.40836, 1.35855, -2.63093], [0.12810, -0.13895, 2.62381], [-1.26279, -1.59096, 0.14714], [1.14656, -1.96261, 2.01058], [2.26051, -0.51751, 2.18232], [-0.11146, -1.35305, 0.20569], [-0.32455, 0.86432, 0.17377], [1.43346, 1.36722, 0.18664], [1.66937, 0.44885, -2.02639], [0.24711, -0.58280, -1.91933], [0.39196, 2.52567, -2.50689], [-2.02469, 2.14619, -3.10243], [-1.91195, 0.40452, -2.41249], [-0.88977, -0.39481, 2.20343], [0.26866, 0.95904, 2.60269], [-1.63113, -2.27248, -0.49839], [0.12764, -0.46789, 3.63689], [-1.69121, -1.78999, 1.06305]]}



{"formula": "C26H19ClN6O3SV", "method": "ωB97M-V/def2-TZVPD", "spin_multiplicity": 2, "homo_lumo_gap_ev": [5.86, 6.53], "e_tot_ev": -91386.820, "total_charge": 2, "molar_mass_g_mol": 581.9, "e_homo_ev": [-13.44, -13.44], "s_squared": 0.7733, "elements": ["V", "Cl", "C", "C", "C", "C", "O", "C", "C", "N", "C", "C", "C", "C", "C", "C", "C", "C", "N", "C", "C", "H", "H", "H", "H", "H", "H", "H", "H", "H", "H", "N", "C", "C", "C", "C", "C", "C", "S", "O", "O", "N", "C", "N", "C", "C", "C", "N", "H", "H", "H", "H", "H", "H", "H", "H", "H"], "coordinates": [[-0.20204, 0.19181, -0.09404], [3.42856, -0.78503, 5.85018], [2.42203, -0.26699, 4.55309], [1.13096, 0.19846, 4.83172], [0.29702, 0.62759, 3.82000], [0.74888, 0.57761, 2.50809], [-0.08291, 1.00808, 1.51913], [2.03880, 0.11193, 2.21264], [2.55107, 0.12357, 0.88365], [1.81930, 0.33686, -0.16285], [2.35835, 0.41910, -1.47834], [3.65430, 0.20928, -1.85959], [4.01265, 0.32795, -3.22162], [3.08270, 0.65888, -4.16528], [1.73777, 0.88952, -3.78540], [0.71756, 1.27255, -4.68082], [-0.55458, 1.48281, -4.21451], [-0.82546, 1.29518, -2.85739], [0.10762, 0.95290, -1.97745], [1.38715, 0.76362, -2.43472], [2.88410, -0.30112, 3.26093], [0.79392, 0.22193, 5.85940], [-0.69624, 0.99442, 4.03440], [3.61718, -0.04935, 0.76223], [4.42198, -0.05010, -1.14364], [5.04055, 0.15502, -3.50731], [3.36002, 0.75343, -5.20687], [0.94758, 1.40026, -5.73163], [-1.35840, 1.77716, -4.87297], [-1.82648, 1.42382, -2.47328], [3.88663, -0.64785, 3.04734], [-2.63757, -7.48431, -1.48871], [-2.28622, -6.25923, -1.07402], [-1.24533, -5.55413, -1.72420], [-0.88757, -4.30569, -1.30294], [-1.55286, -3.72485, -0.20808], [-2.59069, -4.41358, 0.45208], [-2.95148, -5.65745, 0.01976], [-1.18033, -2.18176, 0.32326], [0.26103, -1.79356, 0.00496], [-1.57314, -1.95636, 1.68273], [-1.75482, -0.95651, -0.63494], [-2.71294, -0.04082, -0.13509], [-2.08938, 1.14020, -0.06877], [-2.76537, 2.17837, 0.44644], [-4.08101, 2.00953, 0.81100], [-4.62858, 0.73218, 0.68842], [-3.93990, -0.31368, 0.22939], [-2.16615, -7.93597, -2.25253], [-3.36425, -8.00214, -1.02620], [-0.72701, -6.01275, -2.55593], [-0.08616, -3.77612, -1.80140], [-3.09282, -3.96606, 1.29856], [-3.74520, -6.19511, 0.52147], [-2.23901, 3.11811, 0.54761], [-4.66151, 2.83456, 1.19573], [-5.65260, 0.54360, 0.98774]]}



{"formula": "C7H12N3", "method": "ωB97M-V/def2-TZVPD", "smiles": "CN1C=CC2=[NH+]CCCN21", "homo_lumo_gap_ev": 9.36, "e_tot_ev": -11916.170, "total_charge": 1, "molar_mass_g_mol": 138.2, "e_homo_ev": -12.64, "elements": ["C", "N", "C", "C", "C", "N", "C", "C", "C", "N", "H", "H", "H", "H", "H", "H", "H", "H", "H", "H", "H", "H"], "coordinates": [[2.60941, -1.00559, 0.20528], [1.62324, 0.03268, 0.06894], [1.87653, 1.30459, -0.19474], [0.72510, 2.09528, -0.23505], [-0.37600, 1.34745, 0.04920], [-1.67610, 1.39200, 0.19832], [-2.43784, 0.16264, 0.33381], [-1.79945, -0.93100, -0.52078], [-0.42945, -1.35698, 0.01597], [0.33112, -0.19250, 0.39331], [2.79659, -1.21745, 1.26226], [2.27335, -1.92571, -0.27637], [3.53894, -0.68281, -0.26049], [2.88152, 1.64069, -0.36517], [0.71548, 3.13358, -0.50595], [-2.12976, 2.27281, 0.39800], [-3.45521, 0.35783, -0.00665], [-2.47170, -0.14993, 1.38348], [-1.68899, -0.55015, -1.53922], [-2.45209, -1.80090, -0.55004], [-0.54488, -1.99070, 0.90375], [0.09017, -1.93582, -0.75785]]}



{"formula": "C4H33NO12S", "method": "ωB97M-V/def2-TZVPD", "smiles": "CN[C@H](CO)CS.O.O.O.O.O.O.O.O.O.O.O", "homo_lumo_gap_ev": 8.90, "e_tot_ev": -41576.299, "total_charge": 0, "molar_mass_g_mol": 319.4, "e_homo_ev": -8.93, "elements": ["C", "N", "C", "C", "O", "C", "S", "H", "H", "H", "H", "H", "H", "H", "H", "H", "H", "H", "O", "H", "H", "O", "H", "H", "O", "H", "H", "O", "H", "H", "O", "H", "H", "O", "H", "H", "O", "H", "H", "O", "H", "H", "O", "H", "H", "O", "H", "H", "O", "H", "H"], "coordinates": [[0.50445, 0.47847, -0.56438], [-0.74926, 0.38651, 0.25691], [-0.89164, 1.26913, 1.42705], [-0.60780, 2.66192, 1.19404], [-1.75278, 3.42141, 1.30984], [-0.15463, 0.61598, 2.58128], [-0.31026, 1.42486, 4.24150], [0.88610, 1.47458, -0.76943], [1.32328, -0.08565, -0.03639], [0.27898, 0.13188, -1.58839], [-1.03813, -0.63799, 0.24894], [-1.99454, 1.22759, 1.53031], [0.06876, 3.07663, 1.96604], [-0.17765, 2.95446, 0.22234], [-2.25035, 3.39024, 2.11440], [0.90446, 0.39438, 2.38868], [-0.75959, -0.33107, 2.64045], [-1.38594, 2.15865, 3.74923], [-0.34972, -2.63016, -3.61187], [-1.20753, -2.98479, -3.92381], [-0.44495, -1.71911, -3.82622], [3.17670, 0.28458, 0.89912], [2.54882, -0.20261, 0.32495], [3.66681, 0.92834, 0.22151], [-0.64204, 3.92818, -1.76507], [-1.10077, 4.59611, -1.32684], [-1.20356, 3.16584, -2.27137], [3.47235, -2.07691, 2.05303], [3.01256, -2.16074, 2.90722], [3.78092, -1.17348, 2.00808], [-2.13432, 0.81537, -2.52841], [-3.03192, 0.89229, -2.59035], [-1.84665, 0.98461, -1.58979], [2.33319, 4.06988, -0.67194], [1.50066, 4.49249, -0.98674], [2.81871, 3.85169, -1.50084], [0.14005, -4.20493, -1.73158], [0.99973, -4.19595, -2.14948], [-0.38074, -3.56037, -2.16784], [-2.62048, -2.06343, 0.94690], [-3.07492, -2.83031, 1.30259], [-1.73724, -2.49540, 0.83592], [0.13388, -3.58239, 3.34449], [-0.20385, -3.83545, 2.48164], [-0.12201, -2.70893, 3.41691], [-0.16095, -3.54338, 0.80327], [0.08601, -3.85396, -0.14796], [0.62348, -3.18573, 1.07929], [0.28677, 0.10743, -4.12581], [-0.38217, 0.40326, -3.65638], [0.16973, 0.47598, -4.96509]]}